# 1
DFT (ωB97M-V/def2-TZVPD) results for a molecular structure, H29O18S in a non-equilibrium geometry.

Calculated values
Net charge: -1
Frontier orbital gap, eV: 8.49
Energy above the lowest of the compared OMol25 structures with the same formula, charge and spin, kcal/mol: 57.2
2S+1: 1
F_max, eV Å⁻¹: 6.42
Electronic energy, a.u.: -1769.80541

Each line ends with the natural charge from an NBO analysis.
Positions of all 48 atoms, in Å:
O  -0.45  0.97  2.77  -0.8101
H  -1.30  0.80  2.95  0.5268
H  -0.14  1.00  1.79  0.5072
H  0.12  0.29  3.30  0.5595
S  -0.15  0.39  -0.33  2.7311
O  0.76  -0.77  -0.42  -1.0945
O  -1.51  -0.01  -0.07  -1.0652
O  0.44  1.32  0.69  -0.9748
O  -0.12  1.05  -1.57  -1.0527
O  -2.45  -2.39  -0.36  -0.9616
H  -1.72  -1.87  -0.28  0.4754
H  -2.50  -2.64  -1.26  0.4907
O  1.74  1.07  -3.56  -0.9657
H  0.95  1.10  -2.93  0.4647
H  2.31  0.50  -3.07  0.4717
O  -3.71  0.49  -1.69  -0.9279
H  -3.05  0.14  -1.21  0.4803
H  -4.10  1.23  -1.14  0.4634
O  -1.03  -2.35  2.13  -0.9919
H  -1.71  -2.43  1.42  0.5174
H  -1.46  -2.67  3.01  0.4814
O  0.58  3.32  -2.09  -0.9879
H  0.61  3.61  -1.16  0.4833
H  0.24  2.49  -2.21  0.4592
O  0.84  3.45  0.59  -0.9837
H  1.88  3.52  0.75  0.4462
H  0.80  2.46  0.45  0.4613
O  -1.94  1.68  -3.24  -1.0091
H  -2.68  1.55  -2.70  0.4674
H  -1.06  1.39  -2.75  0.4796
O  2.80  -1.68  1.38  -1.0280
H  2.30  -1.53  0.44  0.4940
H  3.16  -0.68  1.66  0.5163
O  0.49  -3.13  -1.00  -0.9677
H  0.64  -3.67  -0.13  0.4565
H  0.47  -2.24  -0.69  0.4740
O  1.08  -1.36  3.17  -1.0316
H  1.55  -1.54  2.26  0.5018
H  0.39  -1.88  2.90  0.4719
O  2.70  -1.25  -2.19  -0.9489
H  2.04  -0.99  -1.50  0.4842
H  3.41  -1.42  -1.66  0.4500
O  2.68  0.60  1.28  -0.9887
H  1.78  0.79  0.88  0.5037
H  3.55  0.99  0.68  0.4952
O  -2.91  0.00  1.81  -1.0013
H  -2.66  -0.25  0.94  0.5082
H  -3.68  0.53  1.90  0.4689

---

# 2
DFT (ωB97M-V/def2-TZVPD) results for 5 unconnected molecules or ions with the total composition C20H40O11 in a non-equilibrium geometry.

Calculated values
SMILES: CCOC(=O)OC.CCOC(=O)OC.CCOC(=O)OC.C1CCOC1.C1CCOC1
Frontier orbital gap, eV: 9.94
Energy above the lowest of the compared OMol25 structures with the same formula, charge and spin, kcal/mol: 71.7
2S+1: 1
F_max, eV Å⁻¹: 3.97
Electronic energy, a.u.: -1613.57869

Each line ends with the Löwdin charge.
Positions of all 71 atoms, in Å:
C  10.41  -0.17  5.74  -0.0425
C  10.57  1.43  5.72  -0.1806
O  11.82  1.80  6.25  0.0459
C  12.14  3.07  6.32  -0.5329
O  11.45  4.05  6.10  0.1171
O  13.48  3.26  6.72  -0.0426
C  14.01  4.50  7.11  -0.0825
H  9.45  -0.60  5.46  0.0712
H  10.54  -0.55  6.75  0.0629
H  11.26  -0.67  5.28  0.0672
H  9.79  1.88  6.33  0.1208
H  10.41  1.83  4.72  0.1221
H  15.08  4.52  7.28  0.0930
H  13.51  5.00  7.94  0.0933
H  13.80  5.14  6.25  0.0876
C  -3.46  -4.25  -3.84  -0.0815
C  -2.98  -3.52  -2.64  -0.2461
O  -2.27  -2.40  -3.14  0.0204
C  -0.90  -2.49  -3.25  -0.4909
O  -0.17  -3.47  -3.17  0.1129
O  -0.51  -1.22  -3.63  -0.0196
C  0.86  -1.05  -4.05  -0.0580
H  -2.57  -4.52  -4.40  0.0847
H  -4.18  -3.65  -4.41  0.0835
H  -4.01  -5.16  -3.62  0.0816
H  -2.28  -4.20  -2.16  0.1164
H  -3.81  -3.44  -1.94  0.1262
H  1.13  0.00  -3.92  0.0858
H  1.03  -1.19  -5.11  0.0920
H  1.61  -1.56  -3.45  0.0925
C  0.75  -2.20  2.41  -0.0514
C  2.24  -1.90  2.76  -0.1931
O  2.80  -1.11  1.71  0.0202
C  3.95  -0.47  1.91  -0.6604
O  4.51  -0.29  2.92  0.1652
O  4.44  -0.19  0.72  -0.0020
C  5.77  0.26  0.63  -0.0416
H  0.25  -1.24  2.35  0.0740
H  0.21  -2.70  3.21  0.0703
H  0.63  -2.81  1.51  0.0748
H  2.84  -2.81  2.74  0.1248
H  2.39  -1.35  3.68  0.1210
H  6.03  0.36  -0.43  0.0940
H  6.40  -0.48  1.11  0.1039
H  5.79  1.28  1.01  0.1006
C  5.82  8.49  1.00  -0.2316
C  6.59  9.38  0.14  -0.1956
C  7.39  8.36  -0.72  -0.1613
O  7.45  7.23  0.17  -0.1621
C  6.86  7.46  1.45  -0.1869
H  5.10  7.96  0.38  0.1169
H  5.26  8.91  1.84  0.1172
H  7.33  9.85  0.78  0.1147
H  5.94  10.03  -0.45  0.1171
H  8.38  8.78  -0.86  0.1148
H  6.77  8.06  -1.57  0.1190
H  7.44  7.92  2.26  0.1182
H  6.26  6.60  1.74  0.1196
C  13.28  3.08  -1.58  -0.1862
C  13.09  3.00  -0.10  -0.1799
C  13.77  1.70  0.31  -0.1960
O  14.58  1.38  -0.83  -0.1214
C  14.60  2.39  -1.79  -0.2292
H  13.15  4.04  -2.07  0.1140
H  12.49  2.52  -2.09  0.1122
H  12.03  3.05  0.17  0.1149
H  13.68  3.80  0.34  0.1127
H  12.96  1.01  0.54  0.1102
H  14.30  1.77  1.26  0.1136
H  14.73  1.91  -2.76  0.1196
H  15.46  3.06  -1.74  0.1156

---

# 3
DFT (ωB97M-V/def2-TZVPD) results for 3 unconnected molecules or ions with the total composition C2H10O2S in a non-equilibrium geometry.

Calculated values
Net charge: -1
Frontier orbital gap (spin up / spin down), eV: 2.17 / 8.88
Energy above the lowest of the compared OMol25 structures with the same formula, charge and spin, kcal/mol: 35.4
2S+1: 2
F_max, eV Å⁻¹: 4.31
Electronic energy, a.u.: -630.75898

Each line ends with the natural charge from an NBO analysis.
Positions of all 15 atoms, in Å:
C  -1.42  1.26  -2.24  -0.7594
S  -2.95  1.02  -1.30  0.0651
C  -1.84  0.09  -0.01  -0.7703
H  -0.57  1.62  -1.68  0.2066
H  -1.65  2.04  -2.97  0.2026
H  -1.12  0.28  -2.80  0.2062
H  -0.96  0.65  0.36  0.2130
H  -2.76  -0.13  0.74  0.2015
H  -1.42  -0.83  -0.37  0.2046
H  2.87  1.15  1.38  0.2998
H  3.39  -0.49  1.47  0.4249
O  2.84  0.23  1.72  -1.3789
H  1.21  -2.74  2.29  0.4400
H  2.29  -1.60  1.71  0.4789
O  2.07  -2.55  1.71  -1.0346

---

# 4
DFT (ωB97M-V/def2-TZVPD) results for 3 unconnected molecules or ions with the total composition C4H16NO2 in a non-equilibrium geometry.

Calculated values
Net charge: +1
Frontier orbital gap, eV: 11.49
Energy above the lowest of the compared OMol25 structures with the same formula, charge and spin, kcal/mol: 25.5
2S+1: 1
F_max, eV Å⁻¹: 1.70
Electronic energy, a.u.: -366.98884

Each line ends with the natural charge from an NBO analysis.
Positions of all 23 atoms, in Å:
C  0.12  1.64  -0.34  -0.6319
C  0.73  0.31  -0.77  -0.0104
C  -0.10  -0.67  -1.57  -0.4293
C  0.70  -1.94  -1.90  -0.6078
N  1.25  -0.41  0.51  -0.6934
H  0.51  1.92  0.64  0.2181
H  0.24  2.50  -0.97  0.2583
H  -0.95  1.51  -0.22  0.2357
H  1.70  0.50  -1.23  0.2099
H  -0.33  -0.17  -2.51  0.2481
H  -1.02  -0.84  -1.00  0.2140
H  0.38  -2.45  -2.80  0.2536
H  0.76  -2.57  -1.01  0.1890
H  1.76  -1.66  -1.97  0.2033
H  2.17  -0.84  0.50  0.4354
H  0.56  -1.12  0.81  0.4474
H  1.30  0.30  1.24  0.4452
H  -1.01  -1.92  1.55  0.4661
H  -1.51  -1.31  2.80  0.5067
O  -0.93  -1.10  2.05  -0.9603
H  -2.65  2.50  1.57  0.4758
H  -1.91  3.21  2.69  0.4825
O  -1.77  2.61  1.95  -0.9561

---

# 5
DFT (ωB97M-V/def2-TZVPD) results for 2 unconnected molecules or ions with the total composition C9H12NO3S in a non-equilibrium geometry.

Calculated values
Net charge: -1
Frontier orbital gap (spin up / spin down), eV: 7.53 / 7.13
Energy above the lowest of the compared OMol25 structures with the same formula, charge and spin, kcal/mol: 56.0
2S+1: 1
F_max, eV Å⁻¹: 2.15
Electronic energy, a.u.: -1028.73007

Each line ends with the natural charge from an NBO analysis.
Positions of all 26 atoms, in Å:
C  -0.17  1.30  0.18  -0.0710
C  -0.61  -0.03  -0.06  -0.0456
C  0.42  1.87  -0.91  -0.2072
C  -0.33  -0.46  -1.31  -0.3882
C  -1.87  -3.63  -1.77  0.7939
C  -0.38  2.00  1.48  -0.6279
C  -1.32  -0.89  0.94  -0.6582
C  0.96  3.25  -1.08  -0.6365
C  0.56  -3.98  -3.25  -0.0612
N  -1.39  -2.77  -2.86  -0.2986
O  -2.62  -3.04  -0.98  -0.7560
O  -1.53  -4.81  -1.82  -0.7742
O  -0.37  -3.15  -3.57  -0.1993
S  0.47  0.75  -2.24  0.3769
H  0.09  2.98  1.48  0.2031
H  -1.45  2.13  1.67  0.2126
H  0.03  1.41  2.30  0.2131
H  -1.84  -1.70  0.41  0.2954
H  -0.61  -1.33  1.64  0.1975
H  -2.05  -0.31  1.50  0.1916
H  1.38  3.36  -2.07  0.2162
H  0.17  3.98  -0.95  0.2086
H  1.75  3.46  -0.35  0.2064
H  1.29  -4.14  -4.03  0.1411
H  0.57  -4.56  -2.35  0.2010
H  -0.65  -1.37  -1.79  0.2662

---

# 6
DFT (ωB97M-V/def2-TZVPD) results for C4H4ClN in the gas phase in a non-equilibrium geometry.

Calculated values
SMILES: C/C(C#N)=C/Cl
Frontier orbital gap, eV: 10.34
Energy above the lowest of the compared OMol25 structures with the same formula, charge and spin, kcal/mol: 18.4
2S+1: 1
F_max, eV Å⁻¹: 1.70
Electronic energy, a.u.: -669.73218

Each line ends with the natural charge from an NBO analysis.
Positions of all 10 atoms, in Å:
C  -1.08  -0.75  -0.01  -0.6041
C  0.08  0.24  -0.06  -0.1605
C  -0.12  1.67  0.01  0.2552
N  -0.39  2.79  -0.02  -0.2767
C  1.31  -0.30  -0.01  -0.1206
Cl  2.81  0.66  -0.01  -0.0021
H  -1.53  -0.68  1.01  0.2288
H  -1.82  -0.46  -0.75  0.2314
H  -0.73  -1.76  -0.15  0.2232
H  1.46  -1.40  -0.02  0.2253

---

Question: Among the records above, which one has the lowest electronic energy?
Answer: H29O18S